[1]
ORCA calculation (the ωB97M-V functional and the def2-TZVPD basis) on a cluster of 6 separate species, C50H110ClN5O5S in total.

Last column: Mulliken charge in e.
CARTESIAN COORDINATES (ANGSTROEM)
C -6.2421 5.2014 8.4863  -0.218
H 3.4018 -7.2503 -0.8650  0.359
C -3.6449 0.3007 10.6347  -0.417
H -1.9306 -2.8909 -1.5753  0.457
H 0.2694 -11.9485 -3.6926  0.290
C -3.3661 -0.5653 7.6389  -0.030
H -0.0032 -0.7516 -5.4569  0.359
H -6.8332 4.3319 8.1811  0.255
C 7.0237 5.1772 2.5525  -1.192
H 1.3673 -12.0748 -1.4595  0.388
H 7.3567 5.5782 3.5154  0.295
H -4.3284 2.9560 5.1477  0.243
H 0.8264 2.5924 -8.4622  0.065
C 1.5854 -1.1084 -3.0195  1.586
H 4.9171 0.3357 -4.9152  0.177
H -0.5124 -10.4899 -1.7038  0.381
C 1.2970 3.4389 -10.3807  -0.549
H -1.7510 -0.5116 10.0231  0.332
H -7.9879 6.3584 9.0075  0.388
C 5.8308 5.9584 2.0254  -0.336
C 2.0441 -2.6077 -1.1155  -0.616
C -1.2286 0.8015 -4.1211  -0.373
H 1.5406 -4.3570 0.2554  0.408
N -1.2698 -2.3584 0.7498  -0.189
C 3.8348 1.0830 -1.6388  0.239
C 2.0121 -0.9893 -1.4277  1.372
N 4.8789 0.0911 -3.8805  -0.451
H -1.8725 -4.9100 -0.0411  0.380
O -2.8008 0.9134 4.3788  -0.465
H -0.8764 1.4155 -3.1598  0.237
S -1.9497 0.2022 3.2641  0.986
H -5.2816 -0.4438 -6.4496  0.309
H -3.3396 -2.6859 7.2380  0.374
H 4.9327 6.3741 3.9369  0.415
H 0.3172 -8.8834 -3.3595  0.373
C 1.4931 -11.1789 -2.0788  -0.382
C 0.6081 -8.7599 -2.3097  -0.631
H 2.8612 1.7493 -1.6571  -0.098
C -7.0900 6.4575 8.3882  -1.345
H -1.7561 1.2310 10.1826  0.379
C 4.0332 4.5518 3.2415  -0.974
H -4.6139 0.9124 -5.2992  0.254
C 3.1445 1.1316 -9.3484  -0.455
O -2.9303 -0.1737 2.1279  -0.580
H -2.3811 -3.4134 -3.9246  0.215
H -4.8203 1.7479 9.5104  0.084
H -6.5331 7.3333 8.7401  0.309
C -4.9482 5.2836 7.6721  -0.422
H -5.2257 2.6445 6.6474  -0.124
Cl -1.0942 -1.4996 4.1908  -0.187
C -5.3235 2.9610 5.6048  -0.634
H 5.8419 -0.2341 -3.6429  0.266
C 2.9763 2.4881 -8.6588  -0.496
O -2.1130 -0.8095 -6.9960  -0.522
H 3.8555 6.6008 2.5770  0.293
H 2.7379 -8.7268 -2.7350  0.246
H -5.3907 1.4578 11.1559  0.414
C -5.9633 4.3353 5.4905  -0.485
H -3.4796 -0.3204 6.5757  0.168
H 1.9904 -12.3472 -3.8241  0.375
H -5.9367 2.2148 5.0896  0.414
H 2.3216 5.3391 -10.5610  0.288
H 0.6439 -0.6986 1.4954  -0.037
H 1.5857 1.2523 -3.3540  0.059
H 4.5201 1.5569 -0.7837  0.285
H 6.1365 7.0006 1.8717  0.380
H -2.6286 -2.2562 8.7958  0.360
C 2.4471 4.5019 1.2514  -0.965
C -4.4929 1.5569 10.5366  -0.952
H 1.5744 4.6396 1.8997  0.237
H -1.8843 1.5766 -4.7426  0.336
H 1.4374 -10.7143 -4.2050  0.278
C 1.2829 -11.5636 -3.5329  -1.178
H -0.8161 -2.5076 -4.4526  0.055
H 3.1832 4.6671 3.9259  0.407
H 1.9453 -7.1670 -2.8462  0.168
H -0.2063 -0.5573 -1.1307  -0.865
C 0.1105 0.2753 -4.9027  -0.134
H -1.2320 1.0925 0.5892  0.293
C 3.5675 3.7954 1.9946  0.362
H 1.9534 0.6856 1.1548  0.107
C -0.6094 1.4313 2.7655  -0.752
H -4.3533 6.1317 8.0342  0.380
C -1.9614 -2.6123 -4.7031  -0.497
H 3.0771 1.2425 -10.4354  0.269
H 1.4662 -2.6796 1.1097  0.219
H 0.3564 1.0891 -5.7347  -0.185
C 4.6321 5.9379 2.9765  -0.782
H -7.4174 6.6485 7.3620  0.292
H 2.5259 -10.8478 -1.9299  0.233
C -2.3510 0.3830 9.8205  -0.866
H -4.1605 0.9322 -7.1294  0.280
H 3.1002 2.3549 -7.5766  0.194
N -0.9211 -3.1930 -1.5684  -0.551
H 0.6585 -9.9631 -0.5149  0.307
C 2.4270 -7.7480 -0.8447  -0.998
H -0.1336 -8.0809 -1.8716  0.215
H 3.9612 2.0494 -3.7163  0.176
H 1.2387 2.4939 -10.9310  0.249
C 2.2855 4.3684 -11.0664  -1.213
C 0.8124 -0.0612 -0.7988  0.049
H 2.1332 3.9090 0.3858  0.146
C 1.1564 -3.2372 0.1006  -1.031
H 6.7884 4.1168 2.6833  0.283
H 4.7647 3.9336 3.7745  0.344
H 3.1537 -2.7679 -0.7036  0.534
H 3.7937 3.1464 -8.9747  0.346
C -2.9835 -0.6771 -5.9583  0.517
N -0.8876 -4.7278 0.3198  -0.783
H -6.9755 4.3052 5.9072  0.276
C -0.4540 -3.3190 -0.1393  0.002
H -4.1502 5.4786 5.6874  0.364
C 2.1417 0.0934 -8.8760  -0.841
H 4.1549 0.7598 -9.1414  0.354
C -0.2240 1.3815 1.1558  -0.455
H 3.2955 3.9483 -11.0792  0.281
C -4.3334 0.2239 -6.2140  -0.976
H -3.1658 0.1596 -3.0590  0.262
H -0.9837 2.5070 3.0651  0.387
H -1.6680 -0.9297 -2.7045  -0.808
H 0.4817 -1.4980 -3.0193  -0.910
H 3.7545 -0.5309 -0.0348  0.403
H 7.8602 5.2451 1.8496  0.372
C -2.5425 0.5378 8.3073  -0.107
H 1.6350 4.1415 -8.3744  0.424
H -4.3784 -0.5954 8.0556  0.294
H 4.3740 -1.2420 -1.6641  0.410
C 2.1575 -3.4275 -2.5597  -0.114
H 0.1497 2.4670 0.8815  0.229
H -4.2361 -0.5688 10.3295  0.247
H -1.7313 -1.9447 7.2961  0.224
H -0.3150 -5.4592 -0.2001  0.152
H 2.5262 -8.6419 -0.2218  0.370
C -5.1397 5.4385 6.1589  -0.745
H -0.9515 -4.1785 -1.9590  0.327
H -4.3482 4.3891 7.8747  0.043
H 1.9858 4.5384 -12.1054  0.382
C 4.6275 1.3250 -3.0473  -0.681
H 0.3318 1.1865 3.4333  0.350
H -3.9360 2.4326 10.8885  0.291
H 5.6679 1.8802 -2.9258  0.278
H -2.0308 -3.1340 -5.7556  0.338
H -5.6111 6.4055 5.9477  0.327
H 2.7590 5.4834 0.8825  0.384
C -2.7263 -1.9396 7.7532  -1.350
C 0.5111 -10.1105 -1.5909  -0.740
H -1.6244 -1.5473 0.1956  0.216
H 0.2981 3.8886 -10.4373  0.398
H 0.8306 1.0126 -1.3198  0.291
H 2.2294 -0.0715 -7.7962  0.007
H -1.5530 0.5780 7.8358  0.374
H 4.4081 3.6200 1.3155  0.091
H -3.0139 1.5049 8.0961  -0.174
H 2.3788 0.1904 -4.7149  -0.075
C -2.2272 -0.3736 -3.5691  0.157
H 2.3209 -0.8631 -9.3783  0.404
H -2.1437 -2.9267 0.9646  0.317
C 3.5916 -0.4795 -1.2168  -1.249
C 1.4770 0.2443 -3.9383  -0.116
H -5.9804 5.0386 9.5385  0.342
H 3.2116 2.8050 2.3020  0.031
C 0.9261 0.2162 0.8141  0.219
N -2.7517 -1.3269 -4.6149  0.142
H 5.5464 5.5745 1.0400  0.239
H -6.0768 4.5802 4.4273  0.351
C 1.6336 3.1842 -8.9097  -0.355
C 1.9840 -8.0919 -2.2577  -0.072
O 2.3753 -2.2632 -3.4822  -0.475
O 2.0456 -4.7295 -2.8316  -0.570
H -3.3832 0.1380 11.6869  0.360
H 1.7110 -7.0716 -0.3663  0.072
H 1.1124 0.3924 -9.0951  0.257

Computed properties:
structure (SMILES)	CC(=O)N(C)CCCC[C@H]1OC(=O)[C@H](CC(N)(N)N)[C@]1(CCCN)CCCCS(=O)(=O)Cl.CCCCCC.CCCCCC.CCCCCC.CCCCCC.CCCCCC
frontier orbital gap	0.29547	Ha
total charge	0
DFT total energy	-3479.03939	hartree

***

[2]
ORCA calculation (the ωB97M-V functional and the def2-TZVPD basis) on a structure of composition C17H20FNO5.

Last column: Mulliken charge in e.
CARTESIAN COORDINATES (ANGSTROEM)
H 0.1832 3.4245 1.2819  0.559
H -0.7236 1.1379 1.2683  0.304
C -2.8375 -0.4786 0.1406  1.156
C 2.4062 2.3053 0.3121  0.536
C -1.6885 1.5939 1.1107  -0.508
C 0.2605 3.2848 0.3093  -1.096
H -3.6308 -1.1885 0.5604  0.400
H 0.1968 -2.8756 -0.9842  0.154
O -0.6462 -1.4063 0.8216  -0.554
C -0.7712 -3.4824 -0.8463  -0.049
C 4.5469 0.8108 -0.0764  -0.484
C 3.1423 -1.3438 -0.1075  0.113
C -2.9708 1.8413 -0.7628  -1.799
C -2.7026 0.4600 1.3697  -0.950
H -2.9924 2.3828 -1.4532  1.197
F 2.5707 -2.4630 -0.4475  -0.210
C 3.0279 1.0603 0.1724  0.032
C -0.8002 -4.4748 0.3836  -0.900
C -2.9507 0.1737 -1.0795  -1.760
C 2.4597 -0.1307 -0.0244  0.726
N -1.8122 2.0258 -0.1429  0.304
H -1.1505 -3.9915 -1.8053  0.264
H -2.0841 0.0481 -1.6765  0.242
H 1.3618 -0.3292 -0.1153  0.041
O 2.9419 3.3109 0.2763  -0.556
C 5.3335 -0.1494 -0.2787  -0.544
O -1.9220 -2.6723 -0.7668  -0.343
H -3.8855 2.0628 -0.4058  0.636
H 0.8442 4.0764 -0.2197  0.415
C -1.6912 -1.5398 0.2019  0.056
H 5.1534 -2.3463 -0.4653  0.191
H 5.0728 2.1105 -0.0250  0.019
C -0.9555 3.1754 -0.5413  0.646
C 4.5840 -1.2123 -0.6209  -0.477
H -0.1545 -5.3703 0.0937  0.360
H -1.6026 2.2536 2.0646  0.195
H -2.3074 -0.1935 2.3270  0.307
O -1.2174 3.6661 -1.7417  -0.659
H -1.9129 -4.9993 0.4747  0.260
O 1.2091 2.2281 0.0600  -0.209
H -3.6659 1.1035 1.7123  0.362
H -3.7645 0.1887 -1.5828  0.700
H 6.2469 -0.1800 -0.2275  0.720
H -0.7010 -3.8975 1.4562  0.203

Computed properties:
frontier orbital gap	0.31249	Ha
total charge	0
DFT total energy	-1190.12957	hartree
relative energy (zero: lowest compared OMol25 entry of this formula, charge and spin)	14.672	eV